1.
{
  "formula": "C24H39N7O4OsSi4",
  "method": "ωB97M-V/def2-TZVPD",
  "total_charge": 2,
  "fmax_ev_per_a": 3.11,
  "e_tot_ha": -2870.3100,
  "homo_ha": [-0.4776, -0.4775],
  "molar_mass_g_mol": 792.20,
  "species": ["Os", "Si", "Si", "Si", "Si", "O", "O", "O", "O", "N", "N", "N", "N", "N", "N", "N", "C", "C", "C", "C", "C", "C", "C", "C", "C", "C", "C", "C", "C", "C", "C", "C", "C", "C", "C", "C", "C", "C", "C", "C", "H", "H", "H", "H", "H", "H", "H", "H", "H", "H", "H", "H", "H", "H", "H", "H", "H", "H", "H", "H", "H", "H", "H", "H", "H", "H", "H", "H", "H", "H", "H", "H", "H", "H", "H", "H", "H", "H", "H"],
  "positions_angstrom": [[0.26371, -1.17377, 0.10650], [-3.56719, 0.59703, -0.31050], [-0.96889, 0.73613, -0.33540], [-0.59799, 2.92923, 0.97560], [-0.20569, 1.54563, -2.86000], [2.00251, -2.22397, -0.81770], [7.66301, 1.61323, -2.27310], [2.13981, -0.19347, -0.06310], [5.74021, 2.47763, -1.84180], [1.00591, 0.27903, 3.41870], [-0.18709, -1.13037, 4.77440], [-1.43819, -2.88747, 3.79830], [-0.18609, -1.43347, 2.44170], [-1.08389, -2.68517, 0.22960], [-1.42259, -2.55487, 6.06520], [6.50801, 1.54503, -1.94090], [4.12921, -1.14017, -0.97940], [-2.15289, -5.26887, 0.40090], [-1.25139, 3.02163, -3.42900], [-3.87139, 0.12293, 1.50570], [-1.85919, -4.69137, -0.82960], [-4.40629, 2.20063, -0.88290], [6.72881, -0.90017, -1.96250], [-0.63389, -0.09747, -3.71500], [-1.36989, 2.58983, 2.68680], [-1.35459, -3.25307, 1.42830], [-1.01059, -2.17877, 4.86710], [5.97221, 0.22453, -1.65850], [-1.89629, -4.53037, 1.54190], [-3.91009, -0.84397, -1.50290], [4.87761, -2.27837, -1.28640], [0.20511, -0.78387, 3.56450], [1.65531, 1.85873, -2.72370], [-0.99699, -2.48877, 2.63110], [6.17691, -2.15467, -1.75440], [4.69371, 0.11983, -1.14190], [2.71021, -1.21657, -0.58520], [1.30731, 2.97773, 0.96950], [-1.33919, -3.41257, -0.86880], [-1.32619, 4.53293, 0.24620], [7.72101, -0.76107, -2.36820], [4.13751, 1.00913, -0.88850], [4.43111, -3.25217, -1.15280], [-2.01649, -5.23157, -1.74810], [-4.92689, -1.20457, -1.36900], [-2.00669, -3.36947, 6.14930], [-1.44699, 1.53563, 2.92770], [-2.07339, -4.92367, 2.52890], [1.89791, 2.85213, -2.35940], [-2.55019, -6.27017, 0.46110], [-2.36089, 3.02423, 2.76560], [-1.09519, 3.91083, -2.82890], [2.12221, 1.75643, -3.70130], [-0.20409, -0.11477, -4.71350], [-3.86379, 0.98663, 2.16140], [-2.31429, 2.80813, -3.44480], [-4.19399, 3.04553, -0.23820], [-0.91569, 4.78143, -0.72660], [1.39811, 0.68353, 4.25380], [-1.06899, 5.35183, 0.91490], [1.67681, 3.38473, 1.90610], [1.68391, 3.62163, 0.18080], [-4.12939, 2.47553, -1.89490], [-3.24479, -1.68367, -1.33100], [1.47471, 0.41773, 2.53610], [1.75591, 1.99913, 0.82870], [-0.76449, 3.05213, 3.46030], [-2.40789, 4.52343, 0.16410], [-0.96139, 3.27203, -4.44620], [6.76151, -3.03307, -1.97910], [-5.48419, 2.05883, -0.87780], [-4.84319, -0.34997, 1.61600], [-0.22329, -0.94657, -3.17200], [-1.09129, -2.07197, 6.88370], [-3.81589, -0.54727, -2.54210], [-3.12469, -0.57967, 1.86700], [2.12851, 1.13933, -2.06270], [-1.70259, -0.24797, -3.82700], [-1.10139, -2.95217, -1.82250]],
  "atomic_forces_ev_per_a": [[0.261, 0.677, 3.021], [0.904, -0.789, -0.590], [-0.990, 0.127, 0.555], [0.940, -0.046, -0.287], [0.396, -0.077, -0.768], [-2.000, -0.319, -0.107], [0.381, 0.108, -0.092], [0.072, -0.140, 0.057], [-0.183, 0.371, 0.057], [0.063, -0.247, -0.100], [0.042, 0.119, 0.163], [-0.148, -0.425, -0.806], [0.136, 0.122, -2.801], [-0.149, -0.878, -0.115], [-0.053, -0.101, -0.068], [0.044, 0.226, -0.034], [0.223, -0.032, -0.058], [0.164, 0.293, -0.252], [0.238, -0.634, 0.679], [0.017, 0.226, -0.549], [-0.113, -0.002, 0.264], [0.426, -0.496, 0.301], [-0.100, 0.354, 0.035], [0.084, 0.480, 0.463], [0.072, -0.089, -0.637], [-0.490, -0.536, -0.282], [0.360, 0.425, -0.103], [-0.413, -0.996, 0.161], [0.113, 0.385, 0.016], [-0.270, 0.453, 0.518], [-0.129, 0.013, 0.005], [0.292, 0.538, 0.104], [-0.708, -0.085, 0.265], [0.033, 0.169, 0.939], [-0.092, -0.013, 0.050], [0.038, 0.162, 0.002], [1.158, 1.523, 0.063], [-0.604, 0.131, 0.314], [-0.195, -0.191, -0.346], [0.163, -0.778, 0.080], [0.014, -0.092, 0.027], [0.031, 0.058, -0.062], [-0.003, -0.107, -0.034], [-0.032, -0.008, -0.134], [-0.224, -0.086, -0.001], [-0.023, 0.022, 0.076], [0.012, -0.189, 0.000], [-0.050, 0.000, 0.104], [-0.100, 0.170, 0.092], [-0.031, -0.068, 0.033], [-0.215, 0.091, -0.110], [0.106, 0.090, 0.154], [-0.123, -0.061, -0.302], [0.160, 0.182, -0.227], [0.053, 0.200, 0.086], [-0.158, -0.153, 0.029], [0.073, 0.127, 0.183], [0.125, -0.025, -0.142], [0.001, 0.009, -0.014], [0.118, 0.055, 0.219], [0.103, 0.142, 0.220], [-0.018, 0.128, -0.202], [0.117, -0.047, -0.181], [0.120, -0.057, 0.116], [-0.016, 0.079, 0.025], [-0.020, -0.159, -0.036], [0.265, 0.154, 0.059], [-0.175, -0.086, 0.005], [0.237, -0.115, -0.265], [-0.004, -0.083, -0.012], [-0.199, -0.137, 0.057], [-0.232, -0.082, -0.073], [0.096, 0.000, 0.069], [-0.025, -0.004, 0.001], [0.061, 0.162, -0.174], [0.146, -0.107, -0.028], [-0.027, -0.107, 0.089], [-0.196, 0.051, 0.087], [0.049, 0.023, 0.150]],
  "lowdin_charge": [1.147, 0.494, 0.437, 0.497, 0.651, -0.039, 0.122, -0.208, 0.087, 0.211, 0.201, 0.204, 0.094, -0.101, 0.220, -0.359, -0.120, 0.010, -0.157, -0.197, 0.000, -0.180, 0.045, -0.192, -0.199, -0.180, -0.407, -0.118, 0.038, -0.211, 0.018, -0.434, -0.164, -0.291, -0.020, 0.066, -0.588, -0.218, -0.116, -0.182, 0.133, 0.121, 0.127, 0.127, 0.038, 0.130, -0.006, 0.125, 0.043, 0.131, 0.033, 0.021, 0.056, 0.049, 0.021, 0.025, 0.015, 0.013, 0.134, 0.047, 0.035, 0.030, 0.017, -0.010, 0.086, -0.018, 0.040, 0.017, 0.054, 0.122, 0.045, 0.041, 0.005, 0.133, 0.022, 0.001, -0.003, 0.027, 0.117]
}



2.
{
  "formula": "C24H40AsBr2InNO4SSi",
  "method": "ωB97M-V/def2-TZVPD",
  "total_charge": 1,
  "fmax_ev_per_a": 1.36,
  "e_tot_ha": -9555.9074,
  "homo_ha": -0.3894,
  "molar_mass_g_mol": 816.29,
  "de_lowest_kcal_mol": 10.5,
  "species": ["In", "Br", "Br", "As", "S", "Si", "O", "O", "O", "O", "N", "C", "C", "C", "C", "C", "C", "C", "C", "C", "C", "C", "C", "C", "C", "C", "C", "C", "C", "C", "C", "C", "C", "C", "C", "H", "H", "H", "H", "H", "H", "H", "H", "H", "H", "H", "H", "H", "H", "H", "H", "H", "H", "H", "H", "H", "H", "H", "H", "H", "H", "H", "H", "H", "H", "H", "H", "H", "H", "H", "H", "H", "H", "H", "H"],
  "positions_angstrom": [[-0.83478, 0.80561, -0.09934], [-3.48598, 6.25318, -4.02264], [-4.10662, 0.61922, -4.01411], [-3.08946, 0.21468, 1.43241], [1.42064, 1.10253, 0.63804], [1.66247, -1.03157, 0.37994], [-2.27331, 0.83773, -1.64057], [1.45523, -1.77467, 1.77959], [0.27798, -1.29415, -0.47685], [3.02258, -1.41273, -0.36352], [-1.16731, 3.04918, -0.51403], [2.14098, -1.76391, 3.04335], [-1.61206, 5.58162, -1.50125], [-2.52502, 2.01383, -2.14424], [3.96981, -0.74141, -1.21742], [-4.67763, -0.34402, 0.44036], [-3.36361, 2.17697, -3.23970], [3.23255, -0.09862, -2.38724], [-0.23437, -2.46391, -1.15730], [4.69140, 0.33002, -0.40771], [-1.96033, 3.20010, -1.58804], [1.33873, -2.71155, 3.93396], [-0.79393, 5.38338, -0.41583], [2.11866, -0.36329, 3.65125], [-2.22660, 4.48415, -2.13219], [-3.53743, 2.06284, 1.89297], [-3.65415, 3.43056, -3.77899], [3.57971, -2.23263, 2.85907], [4.93754, -1.82714, -1.68302], [0.69436, -3.65163, -0.94848], [-3.40238, -0.69714, 3.15138], [-1.61966, -2.72590, -0.56426], [-0.59035, 4.08115, 0.05321], [-0.34493, -2.10470, -2.63776], [-3.09496, 4.56394, -3.24344], [0.05086, 3.86633, 0.90286], [2.51844, 0.63963, -2.02134], [1.80900, -2.78718, 4.90941], [0.32870, -2.32339, 4.05361], [2.61081, -0.38660, 4.61924], [5.26503, -0.11552, 0.39917], [2.69561, -0.85158, -2.95921], [-4.32221, 3.49809, -4.62400], [5.38225, -2.31403, -0.81866], [2.63500, 0.34794, 3.01382], [-1.53133, -2.89376, 0.51109], [-2.72373, 2.50506, 2.47418], [5.73407, -1.39819, -2.28597], [-0.79361, -2.92344, -3.19331], [4.07294, -2.30147, 3.82593], [0.64381, -1.90134, -3.04515], [3.94218, 0.39670, -3.04240], [-4.45891, 2.12143, 2.47333], [-2.65171, -0.40925, 3.88514], [-3.36609, -1.77901, 3.01569], [4.40416, -2.57404, -2.26715], [1.28548, -3.69871, 3.48350], [0.24306, -4.55265, -1.35647], [3.59467, -3.20674, 2.37727], [-1.79135, 6.57540, -1.88080], [-0.96476, -1.21124, -2.75273], [5.36791, 0.89412, -1.04402], [3.96495, 1.01741, 0.01982], [-2.24887, -1.84879, -0.74821], [4.12019, -1.52469, 2.23432], [-4.39186, -0.41102, 3.51193], [-3.66123, 2.64179, 0.97549], [-4.68776, 0.12550, -0.54408], [1.64756, -3.47288, -1.43651], [-5.57496, -0.05579, 0.99567], [0.87471, -3.79897, 0.11248], [1.09074, -0.02943, 3.78875], [-4.67007, -1.42880, 0.30998], [-2.08008, -3.59629, -1.02151], [-0.31138, 6.21366, 0.07122]],
  "atomic_forces_ev_per_a": [[-0.232, -0.054, 0.034], [0.015, -0.251, 0.092], [0.009, 0.204, 0.053], [-0.415, 0.262, 0.385], [-0.319, -0.115, -0.124], [0.224, 1.275, 0.355], [0.815, -0.816, 0.718], [-0.102, -0.385, 0.110], [-0.604, 0.243, -0.383], [0.000, -0.361, 0.145], [0.263, -0.612, 0.391], [0.049, -0.061, 0.557], [0.194, -0.083, 0.241], [-0.523, 0.537, -0.790], [0.322, 0.192, -0.288], [0.138, -0.043, -0.127], [0.254, -0.510, 0.395], [-0.016, -0.181, 0.200], [-0.481, -0.624, -0.506], [-0.157, -0.175, 0.007], [-0.490, 0.467, -0.539], [0.244, 0.185, -0.274], [-0.133, 0.031, -0.178], [-0.082, -0.243, -0.183], [-0.094, -0.295, 0.041], [0.043, 0.027, -0.001], [0.106, 0.540, 0.062], [-0.359, 0.017, -0.070], [-0.269, 0.224, 0.131], [-0.078, 0.311, 0.095], [0.291, 0.030, -0.294], [0.382, 0.278, 0.062], [0.106, 0.109, 0.155], [0.039, 0.188, 0.371], [-0.182, 0.063, -0.309], [-0.004, 0.094, -0.060], [0.016, 0.064, -0.032], [0.011, -0.052, 0.152], [-0.080, -0.020, 0.042], [0.052, 0.007, 0.125], [0.107, -0.095, 0.121], [-0.025, -0.091, -0.099], [-0.009, 0.026, -0.060], [0.047, -0.050, 0.070], [0.083, 0.108, 0.017], [-0.042, -0.024, 0.023], [-0.081, -0.084, -0.056], [0.029, 0.041, -0.092], [-0.054, -0.068, -0.066], [0.063, -0.013, 0.037], [0.033, -0.010, -0.058], [0.067, 0.067, -0.120], [0.038, -0.117, -0.043], [0.013, 0.038, -0.059], [0.019, 0.108, -0.064], [0.009, -0.069, -0.083], [0.010, -0.134, -0.018], [-0.003, -0.036, -0.053], [0.068, -0.119, -0.037], [-0.001, 0.085, -0.030], [-0.028, -0.075, -0.092], [0.078, 0.035, -0.065], [0.064, 0.134, -0.006], [-0.107, -0.125, -0.018], [0.129, 0.027, -0.042], [0.068, 0.030, -0.115], [0.016, -0.067, 0.026], [0.081, -0.014, 0.077], [0.143, -0.060, -0.092], [0.213, -0.006, 0.019], [0.007, -0.142, 0.188], [-0.033, 0.083, -0.010], [0.054, 0.131, 0.041], [-0.070, -0.054, -0.081], [0.064, 0.072, 0.080]],
  "lowdin_charge": [0.592, 0.805, 0.817, 1.101, 0.482, -0.093, -0.229, -0.124, -0.258, -0.117, 0.010, -0.626, 0.004, -0.412, -0.623, -0.254, -0.585, -0.020, -0.604, -0.029, -0.156, -0.018, -0.011, -0.047, -0.175, -0.282, -0.147, -0.012, -0.012, -0.008, -0.256, -0.015, -0.105, 0.005, -0.607, 0.111, 0.061, 0.092, 0.081, 0.096, 0.087, 0.078, 0.105, 0.090, 0.048, 0.097, 0.036, 0.094, 0.102, 0.096, 0.081, 0.097, 0.043, 0.031, 0.033, 0.087, 0.089, 0.104, 0.097, 0.088, 0.079, 0.097, 0.030, 0.054, 0.075, 0.041, 0.027, 0.022, 0.087, 0.047, 0.088, 0.084, 0.039, 0.101, 0.116]
}